No. 1
Below is a molecular structure, C10H37N2Si4TeTi at a distorted geometry, with properties calculated with ωB97M-V/def2-TZVPD.

The geometry in XYZ format:
```
55
Properties=species:S:1:pos:R:3
C 1.173 1.510 -3.849
Ti -0.260 -0.098 -3.916
N -1.680 -1.798 -4.257
N -0.110 0.047 -6.153
H -2.660 -1.536 -4.069
H 0.998 -1.116 -3.934
H 1.763 1.506 -2.938
H 0.586 2.445 -3.934
H 1.824 1.393 -4.726
H -1.027 0.270 -6.575
H 0.234 -0.805 -6.598
H 0.526 0.810 -6.422
H -1.661 -2.252 -5.169
H -1.418 -2.491 -3.559
C -3.438 -0.274 1.151
Si -1.885 -1.041 1.907
C -1.825 -0.733 3.772
C -1.858 -2.898 1.550
Si -0.017 -0.044 0.879
Te 0.269 -0.889 -1.547
Si -0.005 2.287 1.092
C 0.092 2.659 2.944
C 1.489 2.966 0.153
C -1.602 2.948 0.328
Si 1.977 -1.058 1.619
C 2.118 -0.838 3.491
C 1.923 -2.897 1.161
C 3.430 -0.241 0.720
H -4.310 -0.803 1.565
H -3.466 -0.381 0.056
H -3.562 0.789 1.399
H -2.721 -1.209 4.204
H -0.945 -1.184 4.254
H -1.852 0.336 4.029
H -1.833 -3.120 0.473
H -1.023 -3.426 2.032
H -2.787 -3.328 1.958
H 1.006 2.267 3.414
H 0.100 3.756 3.052
H -0.770 2.276 3.508
H 1.486 2.695 -0.912
H 1.451 4.064 0.226
H 2.448 2.650 0.584
H -1.710 2.658 -0.726
H -2.505 2.631 0.867
H -1.570 4.047 0.379
H 1.307 -1.330 4.045
H 3.066 -1.314 3.797
H 2.155 0.219 3.790
H 1.788 -3.067 0.084
H 2.890 -3.337 1.455
H 1.143 -3.457 1.698
H 3.344 -0.297 -0.375
H 3.570 0.811 1.005
H 4.345 -0.777 1.020
```

Output
LUMO level (spin up / spin down) = 2.6197 / 2.6326 eV
Kohn-Sham gap (spin up / spin down) = 3.2 / 6.8 eV
Net charge = -1
Spin multiplicity = 3

No. 2
Below is 9 unconnected molecules or ions with the total composition C10H38N10O9 at a distorted geometry, with properties calculated with ωB97M-V/def2-TZVPD.

The geometry in XYZ format:
```
67
Properties=species:S:1:pos:R:3
N 7.663 11.666 13.314
C 7.189 11.674 12.035
N 7.520 12.810 11.401
O 6.287 10.974 11.582
H 7.750 10.738 13.656
H 8.311 12.356 13.602
H 7.426 12.863 10.407
H 8.356 13.340 11.668
N 8.324 6.643 7.303
C 9.591 6.696 6.918
N 10.247 5.524 7.132
O 10.147 7.695 6.424
H 7.647 7.372 7.191
H 7.795 5.750 7.140
H 9.732 4.898 7.754
H 11.249 5.523 7.034
N 5.590 10.053 8.775
C 5.964 8.787 8.868
N 6.518 8.358 10.012
O 5.932 8.068 7.856
H 5.692 10.704 9.488
H 5.091 10.217 7.944
H 6.824 9.018 10.736
H 7.108 7.524 9.814
N 11.161 9.909 14.298
C 11.516 11.174 13.777
N 12.531 11.804 14.434
O 10.970 11.684 12.797
H 10.553 9.246 13.800
H 11.849 9.507 14.931
H 12.603 11.604 15.421
H 12.659 12.785 14.206
N 9.269 10.310 8.336
C 8.967 11.464 7.761
N 9.413 11.680 6.486
O 8.264 12.307 8.346
H 9.036 10.110 9.266
H 9.630 9.610 7.736
H 10.128 11.100 6.083
H 8.985 12.390 5.902
C 11.988 7.609 10.584
C 11.693 9.098 10.681
O 10.375 9.284 11.215
H 12.958 7.592 10.062
H 11.355 6.948 9.978
H 12.125 7.020 11.514
H 11.744 9.653 9.753
H 12.397 9.572 11.379
H 10.252 10.158 11.601
C 13.347 7.877 7.039
O 12.838 9.044 6.422
H 14.413 8.043 7.205
H 12.896 7.676 8.008
H 13.264 7.055 6.305
H 12.012 8.878 5.950
C 11.676 12.895 9.592
O 10.888 13.868 8.914
H 11.688 11.915 9.033
H 12.725 13.135 9.562
H 11.370 12.822 10.631
H 10.020 13.906 9.264
C 7.528 8.027 13.643
O 8.552 8.828 13.056
H 7.973 7.464 14.456
H 6.772 8.732 14.005
H 7.110 7.332 12.934
H 8.689 8.741 12.148
```

Output
LUMO level = 0.3097 eV
Relative energy (zero: lowest compared OMol25 entry of this formula, charge and spin) = 0.00 kcal/mol
SMILES = NC(N)=O.NC(N)=O.NC(N)=O.NC(N)=O.NC(N)=O.CCO.CO.CO.CO
Kohn-Sham gap = 9.6 eV
Spin multiplicity = 1

No. 3
Below is 10 unconnected molecules or ions with the total composition C10H38O10 at a distorted geometry, with properties calculated with ωB97M-V/def2-TZVPD.

The geometry in XYZ format:
```
58
Properties=species:S:1:pos:R:3
C 0.240 -1.797 -1.931
C 1.433 -2.613 -2.261
C 1.995 -1.964 -3.484
O 0.798 -1.538 -4.175
C -0.163 -1.120 -3.249
H 0.477 -1.047 -1.176
H -0.603 -2.301 -1.459
H 1.101 -3.632 -2.461
H 2.216 -2.644 -1.505
H 2.633 -2.602 -4.095
H 2.669 -1.123 -3.326
H -1.195 -1.273 -3.564
H -0.126 -0.038 -3.128
O 0.450 -0.360 3.725
H -0.257 -0.800 4.196
H 1.216 -0.916 3.868
O -2.540 -1.761 0.402
H -2.457 -2.288 1.197
H -1.714 -1.282 0.344
O -2.703 0.093 3.037
H -2.602 1.044 3.080
H -2.075 -0.184 2.369
O -0.728 3.072 0.238
H -0.048 3.583 0.678
H -0.922 3.567 -0.558
O 0.134 2.240 4.232
H -0.682 2.588 3.874
H 0.096 1.301 4.050
O -2.103 2.890 2.773
H -1.690 3.006 1.917
H -2.273 3.781 3.079
O -0.524 0.295 1.017
H -0.789 1.189 0.800
H 0.171 0.401 1.666
C 3.687 -0.348 1.548
C 4.068 -1.102 0.178
C 5.491 -0.800 -0.317
O 3.932 -2.465 0.427
H 2.609 -0.258 1.679
H 4.121 0.652 1.531
H 4.154 -0.830 2.406
H 3.298 -0.957 -0.579
H 6.030 -1.746 -0.289
H 5.993 -0.049 0.293
H 5.404 -0.393 -1.324
H 3.244 -2.599 1.084
C -3.208 1.696 -2.654
C -3.104 0.773 -1.423
C -3.883 1.323 -0.253
O -3.750 -0.469 -1.686
H -2.790 1.219 -3.540
H -2.687 2.638 -2.483
H -4.264 1.960 -2.712
H -2.045 0.575 -1.261
H -4.940 1.060 -0.283
H -3.807 2.410 -0.236
H -3.383 0.993 0.658
H -3.605 -1.047 -0.934
```

Output
LUMO level (spin up / spin down) = 2.1771 / 2.0285 eV
Relative energy (zero: lowest compared OMol25 entry of this formula, charge and spin) = 0.00 kcal/mol
Kohn-Sham gap (spin up / spin down) = 2.3 / 9.0 eV
Net charge = -1
Spin multiplicity = 2